Here is C4H5NO as an isolated structure from the Open Molecules 2025 dataset. Energies are from the ωB97M-V functional and the def2-TZVPD basis.

Electronic energy = -7764.7296 eV
HOMO energy = -8.53 eV
Energy above the lowest of the compared OMol25 structures with the same formula, charge and spin = 41.44 kcal/mol

XYZ file:
```
11
Properties=species:S:1:pos:R:3:forces:R:3:mulliken_charge:R:1
O -1.182780 -1.533188 1.445327 0.04 0.42 0.17 -0.64
C -0.563400 -0.757166 0.740503 -1.53 0.46 -0.39 0.27
C 0.340398 -0.979524 -0.402362 0.87 -0.15 1.32 -0.42
C 0.515710 0.271683 -1.114190 0.23 0.33 0.43 -0.38
C -0.005356 1.236369 -0.319499 0.12 -0.08 -0.23 -0.27
N -0.556902 0.682251 0.808156 -0.21 -0.17 0.22 -0.07
H 0.537837 -1.947136 -0.861679 -0.22 0.15 0.59 0.44
H 0.866497 -0.865800 0.847537 1.03 -0.44 -2.42 0.11
H 1.034900 0.421607 -2.052413 -0.05 -0.09 0.28 0.38
H 0.039911 2.310608 -0.448039 -0.13 -0.16 0.04 0.39
H -1.007332 1.224682 1.526596 -0.16 -0.27 -0.01 0.19
```
Forces are in eV/Å.

***

Here is a 5-piece molecular cluster, C5H20O5 overall from the Open Molecules 2025 dataset. Energies are from the ωB97M-V functional and the def2-TZVPD basis.

Electronic energy = -15744.5445 eV
HOMO energy = -9.69 eV
SMILES = CO.CO.CO.CO.CO
Energy above the lowest of the compared OMol25 structures with the same formula, charge and spin = 41.03 kcal/mol

XYZ file:
```
30
Properties=species:S:1:pos:R:3:forces:R:3:mulliken_charge:R:1
C -3.453855 0.358415 1.931257 0.09 -0.44 0.42 -0.53
O -2.263135 -0.057079 2.596445 -0.38 0.17 -0.17 -0.48
H -4.206192 -0.439710 1.948231 0.03 0.00 -0.17 0.23
H -3.882917 1.186216 2.492494 0.14 0.17 -0.10 0.26
H -3.250376 0.637509 0.899109 -0.13 0.15 -0.06 0.24
H -1.750731 -0.592034 1.979276 0.32 0.03 0.16 0.32
C -1.803564 -2.581834 -1.169021 -0.06 -0.09 -0.12 -0.39
O -2.890897 -2.012831 -0.455971 0.07 0.16 0.02 -0.50
H -1.554137 -1.896599 -1.979289 -0.01 0.03 0.09 0.12
H -0.918740 -2.721088 -0.542917 -0.02 -0.02 -0.02 0.18
H -2.073865 -3.539039 -1.628289 0.02 -0.01 0.12 0.30
H -2.987421 -2.452802 0.392947 0.03 -0.09 -0.03 0.29
C 0.746207 0.161040 -1.541698 0.46 0.35 -0.44 -0.45
O 1.446819 -1.020645 -1.147321 -0.24 0.15 0.03 -0.53
H 0.045302 -0.040089 -2.354595 -0.20 -0.02 0.19 0.29
H 0.231239 0.568722 -0.674391 -0.18 -0.18 0.02 0.26
H 1.438685 0.933438 -1.895537 0.00 -0.12 0.02 0.19
H 1.816873 -1.417723 -1.940201 0.04 -0.05 0.07 0.29
C 2.900607 3.157101 -0.964924 0.35 -0.18 -0.13 -0.29
O 3.231574 2.611797 -2.247637 -0.12 0.12 0.22 -0.51
H 2.301126 4.048017 -1.129449 -0.09 0.00 0.04 0.20
H 2.346047 2.435894 -0.359467 -0.10 0.02 -0.08 -0.05
H 3.791038 3.434516 -0.395781 0.00 0.08 -0.10 0.32
H 4.126587 2.266199 -2.226835 -0.02 -0.02 0.08 0.30
C 1.330276 -0.332700 1.967253 -0.07 -0.11 0.38 -0.22
O 0.234586 -1.125390 1.542328 -0.48 -0.06 -0.19 -0.50
H 2.150157 -0.974189 2.302120 0.06 0.05 -0.16 0.24
H 1.687214 0.344950 1.192564 0.02 -0.02 -0.04 -0.05
H 0.995693 0.248027 2.828419 0.00 0.07 -0.08 0.26
H 0.215800 -1.188078 0.580890 0.47 -0.11 0.05 0.22
```
Forces are in eV/Å.